## i
10
Properties=species:S:1:pos:R:3 method="wB97M-V/def2-TZVPD" e_homo_ev=-10.5 e_lumo_ev=-0.999
C 0.656 -0.545 -0.448
C 1.041 0.648 -0.161
C -0.066 1.563 0.019
H -1.509 -2.463 0.029
H 1.030 -1.602 -0.039
H 2.109 1.012 0.005
N -0.757 -0.653 -0.590
O -1.115 -1.270 0.744
O -0.153 2.555 0.854
O -1.236 0.755 -0.415

---

## ii
10
Properties=species:S:1:pos:R:3 method="wB97M-V/def2-TZVPD" smiles="O=C=C/C=[N+](/[O-])O" e_homo_ev=-8.6 e_lumo_ev=0.147
O 1.094 1.131 -3.267
C 0.950 0.601 -2.253
C 0.932 0.271 -0.919
C 0.151 -0.113 0.381
N -1.102 -0.238 0.612
O -1.739 -0.514 1.657
O -1.915 0.023 -0.558
H 2.008 0.286 -0.741
H 0.834 -0.192 1.191
H -2.390 0.858 -0.477

---

Which of them is the least stable? Correct choice: i.

---

## i
10
Properties=species:S:1:pos:R:3 method="wB97M-V/def2-TZVPD" smiles="O=CC(C=O)=NO" e_homo_ev=-9.9 e_lumo_ev=-0.666
O 0.554 2.140 1.286
C 0.923 1.348 0.450
C 0.108 0.151 0.016
C -1.243 -0.156 0.592
O -1.974 0.711 1.007
N 0.704 -0.584 -0.848
O -0.024 -1.677 -1.219
H 1.881 1.450 -0.086
H -1.507 -1.224 0.593
H 0.580 -2.160 -1.790

---

## ii
10
Properties=species:S:1:pos:R:3 method="wB97M-V/def2-TZVPD" e_homo_ev=-10.7 e_lumo_ev=-0.591
H 1.603 -1.161 0.331
N 0.658 -0.858 0.518
C 0.244 0.142 -0.142
C 1.033 0.908 -1.181
O 0.585 1.783 -1.871
O -1.008 0.559 0.105
C -1.584 -0.414 0.971
O -1.822 -0.189 2.107
H 2.085 0.565 -1.255
H -1.795 -1.336 0.417

---

## iii
10
Properties=species:S:1:pos:R:3 method="wB97M-V/def2-TZVPD" smiles="O=COc1co[nH]1" e_homo_ev=-8.7 e_lumo_ev=0.680
O 1.421 -0.995 1.286
C 1.827 -0.339 0.370
O 1.053 0.433 -0.431
C -0.282 0.350 -0.196
C -1.157 -0.248 0.612
O -2.238 -0.024 -0.226
N -1.236 0.909 -1.057
H 2.869 -0.247 0.048
H -1.220 -0.540 1.648
H -1.037 0.702 -2.055

---

Which of them is the least stable? Correct choice: iii.

---

## i
10
Properties=species:S:1:pos:R:3 method="wB97M-V/def2-TZVPD" smiles="O=CC(C=O)=NO" e_homo_ev=-9.8 e_lumo_ev=-0.710
O -1.187 1.831 1.197
C -0.779 1.533 0.094
C -0.173 0.142 -0.071
C 0.014 -0.766 1.181
O -0.603 -0.734 2.191
N 0.365 -0.091 -1.228
O 0.887 -1.410 -1.355
H -0.721 2.258 -0.824
H 1.003 -1.241 1.067
H 1.194 -1.521 -2.251

---

## ii
10
Properties=species:S:1:pos:R:3 method="wB97M-V/def2-TZVPD" smiles="O=C=CN=O.C=O" e_homo_ev=-9.1 e_lumo_ev=-0.192
O 1.981 -2.443 -1.699
C 1.682 -1.419 -1.310
C 1.203 -0.251 -0.881
N 0.929 0.841 -1.722
O 0.428 1.877 -1.243
H 0.936 -0.314 0.130
C -1.808 0.429 1.686
O -1.213 -0.521 1.248
H -2.762 0.291 2.197
H -1.377 1.509 1.594

---

Which of them is the least stable? Correct choice: ii.

---

## i
15
Properties=species:S:1:pos:R:3 method="wB97M-V/def2-TZVPD" total_charge=+1 e_homo_ev="-17.0 / -16.5" spin_multiplicity=2 e_lumo_ev="-4.821 / -7.043"
C -1.663 -0.843 -0.884
C -0.836 -0.205 0.160
C 0.526 -0.471 0.151
C 1.412 -0.137 1.322
H -2.217 -1.690 -0.464
H -2.345 -0.241 -1.471
H -1.088 -1.387 -1.646
H -1.317 0.268 1.017
H 0.863 -1.145 -0.626
H 0.863 -0.189 2.251
H 2.288 -0.770 1.326
H 1.783 0.876 1.201
H 0.049 0.689 -0.332
H 0.622 2.980 -1.254
O 1.060 2.264 -0.751

---

## ii
15
Properties=species:S:1:pos:R:3 method="wB97M-V/def2-TZVPD" total_charge=+1 e_homo_ev="-13.2 / -13.2" spin_multiplicity=2 e_lumo_ev="-5.049 / -8.496"
C -1.944 -1.717 -0.817
C -0.586 -1.551 -0.313
C 0.487 -1.341 -1.210
C -0.384 -1.648 1.121
H -2.005 -2.406 -1.677
H -2.312 -0.784 -1.294
H -2.625 -2.109 -0.078
H 1.510 -1.254 -0.866
H 0.349 -1.314 -2.284
H 0.516 -1.268 1.631
H -0.309 -2.744 1.335
H -1.296 -1.389 1.636
H 3.458 6.344 0.404
H 2.138 6.789 1.149
O 3.002 6.391 1.263

---

Which of them is the least stable? Correct choice: i.